Entry 1:
DFT (the ωB97M-V functional and the def2-TZVPD basis) results for an isolated molecule of C8H5NO2 in a non-equilibrium geometry.

CARTESIAN COORDINATES (ANGSTROEM)
O  0.744  -1.927  3.160
C  0.505  -1.538  1.980
N  1.500  -0.778  1.129
C  0.724  0.012  0.249
C  1.199  0.639  -0.888
C  0.383  1.177  -1.890
C  -1.034  1.083  -1.737
C  -1.630  0.412  -0.658
C  -0.751  -0.165  0.327
C  -0.911  -1.327  1.332
O  -1.811  -1.953  1.834
H  2.321  -0.093  1.633
H  2.282  1.038  -0.778
H  0.878  1.633  -2.896
H  -1.757  1.562  -2.439
H  -2.644  0.224  -0.356

Output
Orbital gap   8.1 eV
Multiplicity   1
HOMO level   -9.193 eV
Energy above the lowest of the compared OMol25 structures with the same formula, charge and spin   2.145 eV
LUMO energy   -1.1 eV

---

Entry 2:
DFT (the ωB97M-V functional and the def2-TZVPD basis) results for a cluster of 2 separate species, C8H5NO2 in total in a non-equilibrium geometry.

CARTESIAN COORDINATES (ANGSTROEM)
C  1.143  -0.338  1.536
C  -0.633  0.678  0.363
C  -1.738  1.455  0.054
C  -1.930  1.355  -1.314
C  -1.445  0.409  -2.267
C  -0.457  -0.405  -1.810
C  -0.041  -0.225  -0.546
C  1.070  -0.938  0.073
H  -0.911  0.329  2.637
H  -2.339  2.223  0.443
H  -2.481  2.393  -1.904
H  -1.697  0.431  -3.350
H  0.152  -1.202  -2.324
N  0.174  0.650  1.650
O  1.779  -0.963  2.430
O  2.002  -1.622  -0.378

Output
Orbital gap   8.2 eV
Multiplicity   1
HOMO level   -9.463 eV
Energy above the lowest of the compared OMol25 structures with the same formula, charge and spin   4.200 eV
LUMO energy   -1.3 eV

---

Entry 3:
DFT (the ωB97M-V functional and the def2-TZVPD basis) results for a structure of composition C8H6BCl33NbO2 in a non-equilibrium geometry.

CARTESIAN COORDINATES (ANGSTROEM)
O  -0.729  2.546  -0.094
B  -1.120  2.333  -1.395
O  -1.811  3.378  -2.019
Nb  -0.747  0.372  -2.733
Cl  -2.590  0.370  -4.238
H  -1.123  3.347  0.268
H  -1.331  4.212  -2.000
H  -1.652  -0.387  -1.301
H  -0.048  -1.297  -3.035
H  0.411  1.341  -3.846
H  0.692  0.396  -1.680
C  0.481  4.919  3.036
Cl  0.979  6.607  3.225
Cl  -1.263  4.865  2.752
Cl  1.349  4.187  1.710
Cl  0.844  4.035  4.533
C  -5.681  1.959  -0.628
Cl  -5.197  3.656  -0.484
Cl  -7.411  1.900  -1.043
Cl  -4.737  1.178  -1.874
Cl  -5.455  1.157  0.932
C  2.225  -4.103  -4.113
Cl  0.956  -3.710  -5.260
Cl  2.053  -5.798  -3.600
Cl  3.811  -3.915  -4.893
Cl  2.132  -3.053  -2.721
C  5.554  5.556  4.914
Cl  6.379  4.783  6.274
Cl  6.471  5.269  3.434
Cl  3.937  4.893  4.745
Cl  5.451  7.297  5.211
C  4.393  3.319  -1.518
Cl  5.149  4.608  -0.552
Cl  2.771  3.022  -0.937
Cl  4.343  3.821  -3.209
Cl  5.363  1.851  -1.371
C  -4.767  -2.717  1.092
Cl  -6.159  -2.273  0.097
Cl  -4.808  -4.465  1.403
Cl  -3.309  -2.238  0.267
Cl  -4.876  -1.875  2.653
C  6.966  -4.754  -1.566
Cl  5.334  -4.180  -1.823
Cl  7.833  -4.794  -3.109
Cl  7.819  -3.677  -0.452
Cl  6.933  -6.385  -0.881
C  -7.198  -7.518  3.191
Cl  -6.995  -7.092  4.892
Cl  -5.636  -7.465  2.381
Cl  -7.871  -9.149  3.073
Cl  -8.294  -6.371  2.424

Output
Orbital gap   6.7 eV
Multiplicity   1
HOMO level   -5.148 eV
Total charge   -1
LUMO energy   1.5 eV

---

Entry 4:
DFT (the ωB97M-V functional and the def2-TZVPD basis) results for a structure of composition C8H6Cl2NP in a non-equilibrium geometry.

CARTESIAN COORDINATES (ANGSTROEM)
C  -0.441  0.787  -1.595
C  0.939  1.028  -1.345
C  -1.190  0.067  -0.698
C  1.617  0.645  -0.225
C  -0.992  -0.887  1.701
C  0.059  -1.156  2.475
C  -0.521  -0.359  0.498
C  0.851  -0.206  0.606
N  1.217  -0.835  1.778
P  2.783  0.102  3.063
Cl  4.473  -0.396  2.001
Cl  2.661  -1.068  4.647
H  -0.868  1.153  -2.599
H  1.385  1.481  -2.161
H  -2.290  -0.080  -0.898
H  2.646  0.586  -0.008
H  -2.063  -1.042  1.725
H  0.062  -1.508  3.573

Output
Orbital gap   7.3 eV
Multiplicity   1
HOMO level   -7.962 eV
LUMO energy   -0.6 eV

---

Entry 5:
DFT (the ωB97M-V functional and the def2-TZVPD basis) results for an isolated molecule of C8H6ClO3P in a non-equilibrium geometry.

CARTESIAN COORDINATES (ANGSTROEM)
C  3.267  -1.452  -0.056
C  -2.195  2.514  0.255
C  2.044  -1.947  -0.548
C  -1.013  1.753  0.136
C  2.961  -0.304  0.619
C  -3.223  1.658  -0.029
C  1.087  -1.051  -0.137
C  -1.422  0.499  -0.232
O  -0.988  -1.807  -1.734
O  1.648  -0.058  0.582
O  -2.761  0.446  -0.329
P  -0.646  -1.079  -0.524
Cl  -1.878  -2.289  1.408
H  4.242  -1.877  -0.185
H  -2.273  3.548  0.517
H  1.862  -2.830  -1.125
H  -0.003  2.076  0.280
H  3.579  0.400  1.144
H  -4.285  1.800  -0.042

Output
Orbital gap (alpha / beta)   6.0 / 4.7 eV
Multiplicity   3
HOMO level (alpha / beta)   -5.932 / -9.055 eV
LUMO energy (alpha / beta)   0.1 / -4.3 eV

---

Entry 6:
DFT (the ωB97M-V functional and the def2-TZVPD basis) results for a structure of composition C8H6CrO6 in a non-equilibrium geometry.

CARTESIAN COORDINATES (ANGSTROEM)
O  3.958  -2.289  0.637
C  3.182  -2.695  -0.114
Cr  -0.710  0.448  -0.046
O  -1.974  -1.395  -2.021
C  -1.555  -0.621  -1.240
C  -1.726  1.948  0.414
O  -2.167  2.951  0.834
C  0.486  1.174  -1.296
O  1.424  1.661  -1.802
C  -0.930  -0.696  1.417
O  -0.803  -1.292  2.407
C  3.040  1.928  1.543
C  1.662  1.467  1.883
C  1.131  1.768  3.239
O  0.954  0.878  1.036
H  3.489  2.529  2.344
H  2.999  2.528  0.638
H  3.705  1.087  1.331
H  0.250  2.401  3.110
H  0.797  0.852  3.722
H  1.852  2.282  3.887

Output
Orbital gap (alpha / beta)   9.3 / 7.0 eV
Multiplicity   5
HOMO level (alpha / beta)   -18.633 / -18.635 eV
Total charge   +2
Energy above the lowest of the compared OMol25 structures with the same formula, charge and spin   0.193 eV
LUMO energy (alpha / beta)   -9.3 / -11.6 eV

---

Entry 7:
DFT (the ωB97M-V functional and the def2-TZVPD basis) results for a structure of composition C8H6F6N4O4S3Sc in a non-equilibrium geometry.

CARTESIAN COORDINATES (ANGSTROEM)
Sc  0.273  0.468  0.537
F  2.185  -2.695  2.437
C  2.456  -2.159  1.272
F  3.352  -2.856  0.621
F  1.333  -2.069  0.531
S  3.114  -0.405  1.483
O  2.260  0.297  0.461
O  4.505  -0.401  1.249
N  2.706  0.084  2.926
S  1.209  0.535  3.071
O  0.276  -0.466  2.503
O  0.876  1.806  2.433
C  0.979  0.651  4.912
F  -0.318  0.740  5.100
F  1.473  -0.428  5.466
F  1.599  1.733  5.315
S  -2.899  -2.755  0.251
C  -1.967  -1.524  0.044
N  -1.250  -0.562  -0.106
N  2.167  2.847  -1.206
C  1.040  3.330  -0.641
C  0.889  4.716  -0.459
C  -0.272  5.201  0.066
C  -1.308  4.318  0.411
C  -1.096  2.991  0.230
N  0.066  2.474  -0.270
H  2.927  3.466  -1.420
H  2.313  1.868  -1.363
H  1.697  5.375  -0.749
H  -0.398  6.267  0.208
H  -2.251  4.673  0.799
H  -1.874  2.272  0.464

Output
Orbital gap   8.5 eV
Multiplicity   1
HOMO level   -12.293 eV
Total charge   +1
Energy above the lowest of the compared OMol25 structures with the same formula, charge and spin   0.044 eV
LUMO energy   -3.8 eV

---

Entry 8:
DFT (the ωB97M-V functional and the def2-TZVPD basis) results for a structure of composition C8H6I2S2 in a non-equilibrium geometry.

CARTESIAN COORDINATES (ANGSTROEM)
C  2.039  -1.351  0.812
C  0.795  -0.743  0.981
C  3.007  -0.435  0.653
C  0.795  0.618  0.850
C  -2.641  0.630  0.544
C  -1.631  0.945  1.353
C  -2.478  0.757  -0.928
C  -0.345  1.576  0.720
S  2.424  1.235  0.668
S  -0.872  1.724  -1.092
I  -4.437  -0.298  1.299
I  -1.668  0.898  3.433
H  2.258  -2.373  0.988
H  -0.252  -1.125  1.089
H  4.081  -0.491  0.459
H  -2.323  -0.112  -1.581
H  -3.355  1.444  -1.366
H  -0.113  2.519  1.070

Output
Orbital gap   8.5 eV
Multiplicity   1
HOMO level   -8.603 eV
Energy above the lowest of the compared OMol25 structures with the same formula, charge and spin   0.000 eV
LUMO energy   -0.1 eV

---

Entry 9:
DFT (the ωB97M-V functional and the def2-TZVPD basis) results for an isolated molecule of C8H6N2 in a non-equilibrium geometry.

CARTESIAN COORDINATES (ANGSTROEM)
C  0.883  1.711  -0.134
C  -0.336  1.374  -0.077
C  2.307  1.760  0.087
C  2.867  0.469  0.178
C  -1.640  1.150  -0.180
C  2.033  -0.516  -0.118
C  -3.827  0.131  0.195
C  0.547  -2.374  -0.267
N  -2.689  0.617  -0.012
N  1.460  -1.519  -0.130
H  2.515  2.715  0.442
H  3.932  0.389  0.277
H  -4.574  0.216  -0.552
H  -3.846  -0.772  0.819
H  0.731  -3.365  -0.509
H  -0.364  -1.986  -0.018

Output
Orbital gap (alpha / beta)   6.1 / 6.1 eV
Multiplicity   1
HOMO level (alpha / beta)   -6.719 / -6.720 eV
Energy above the lowest of the compared OMol25 structures with the same formula, charge and spin   8.322 eV
LUMO energy (alpha / beta)   -0.6 / -0.6 eV

---

Number 1: electronic energy -13959.67936 eV. Number 2: electronic energy -13957.62375 eV. Number 3: electronic energy -427952.65377 eV. Number 4: electronic energy -44216.40760 eV. Number 5: electronic energy -36342.18177 eV. Number 6: electronic energy -49078.22199 eV. Number 7: electronic energy -92050.92945 eV. Number 8: electronic energy -46263.55668 eV. Number 9: electronic energy -11364.48003 eV.